Record 1
Below is a molecular structure, C14H12Br24IN2OPS, with properties calculated with the ωB97M-V functional and the def2-TZVPD basis.

Positions of all 56 atoms, in Å:
O  0.671  2.927  -1.083
P  1.621  1.575  -1.121
I  2.565  1.628  -3.383
C  3.015  2.122  -0.059
C  4.003  2.996  -0.401
C  5.038  3.365  0.513
C  5.085  2.862  1.773
C  4.073  1.957  2.161
N  3.943  1.379  3.373
S  2.642  0.468  3.290
N  2.152  0.715  1.794
C  3.037  1.577  1.256
H  0.792  3.362  -0.228
H  4.001  3.427  -1.397
H  5.797  4.059  0.177
H  5.852  3.121  2.491
C  -1.612  -1.965  -1.979
Br  -0.370  -2.965  -0.900
Br  -1.056  -0.139  -2.164
Br  -1.908  -2.806  -3.683
H  -2.559  -1.962  -1.457
C  -1.180  -1.665  5.392
Br  -1.376  -3.466  4.757
Br  -0.435  -1.611  7.164
Br  -0.144  -0.618  4.158
H  -2.166  -1.228  5.445
C  4.163  -3.226  4.145
Br  5.250  -2.209  2.921
Br  3.819  -2.259  5.771
Br  2.532  -3.836  3.328
H  4.731  -4.105  4.409
C  -5.685  -0.197  -2.746
Br  -5.996  -1.994  -3.335
Br  -4.977  -0.151  -0.953
Br  -4.584  0.782  -3.977
H  -6.651  0.287  -2.712
C  9.082  -1.874  3.228
Br  8.490  -0.987  4.824
Br  9.268  -0.641  1.765
Br  10.695  -2.877  3.525
H  8.311  -2.579  2.953
C  -9.779  0.790  -4.138
Br  -9.979  -1.051  -4.647
Br  -9.112  0.950  -2.339
Br  -8.668  1.751  -5.375
H  -10.759  1.243  -4.156
C  -7.813  -5.169  -0.781
Br  -6.633  -6.526  -1.460
Br  -6.839  -3.754  0.077
Br  -8.972  -4.486  -2.156
H  -8.440  -5.632  -0.033
C  1.364  5.833  -4.861
Br  3.012  5.424  -5.763
Br  0.070  4.435  -5.091
Br  1.659  6.217  -2.998
H  0.963  6.726  -5.314

Output
Frontier orbital gap (Eh): 0.278
Relative energy (zero: lowest compared OMol25 entry of this formula, charge and spin) (kcal per mole): 0.00
E (Ha): -63538.9415

Now the Löwdin charges, all in e: number 1, O, carries -0.41; number 2, P, carries 0.47; number 3, I, carries 0.41; number 4, C, carries -0.40; number 5, C, carries -0.10; number 6, C, carries -0.06; number 7, C, carries -0.01; number 8, C, carries -0.35; number 9, N, carries -0.21; number 10, S, carries 0.86; number 11, N, carries -0.22; number 12, C, carries -0.38; number 13, H, carries 0.05; number 14, H, carries 0.07; number 15, H, carries 0.11; number 16, H, carries 0.12; number 17, C, carries -1.64; number 18, Br, carries 0.57; number 19, Br, carries 0.54; number 20, Br, carries 0.57; number 21, H, carries -0.07; number 22, C, carries -1.63; number 23, Br, carries 0.57; number 24, Br, carries 0.58; number 25, Br, carries 0.56; number 26, H, carries -0.03; number 27, C, carries -1.62; number 28, Br, carries 0.59; number 29, Br, carries 0.57; number 30, Br, carries 0.57; number 31, H, carries -0.03; number 32, C, carries -1.64; number 33, Br, carries 0.55; number 34, Br, carries 0.58; number 35, Br, carries 0.57; number 36, H, carries -0.14; number 37, C, carries -1.68; number 38, Br, carries 0.56; number 39, Br, carries 0.57; number 40, Br, carries 0.58; number 41, H, carries -0.07; number 42, C, carries -1.63; number 43, Br, carries 0.57; number 44, Br, carries 0.63; number 45, Br, carries 0.59; number 46, H, carries -0.03; number 47, C, carries -1.65; number 48, Br, carries 0.58; number 49, Br, carries 0.55; number 50, Br, carries 0.55; number 51, H, carries -0.03; number 52, C, carries -1.65; number 53, Br, carries 0.55; number 54, Br, carries 0.55; number 55, Br, carries 0.56; number 56, H, carries -0.03


Record 2
Below is 4 unconnected molecules or ions with the total composition C3H12O4 at a distorted geometry, with properties calculated with the ωB97M-V functional and the def2-TZVPD basis.

Positions of all 19 atoms, in Å:
C  -3.827  -0.186  0.753
C  -2.470  0.191  0.140
C  -1.307  0.208  0.860
O  -0.108  0.504  0.300
H  -4.594  0.646  0.658
H  -3.730  -0.341  1.857
H  -4.205  -1.107  0.254
H  -2.389  0.519  -0.860
H  -1.429  -0.091  1.908
H  0.670  0.536  0.909
O  2.496  0.432  0.911
H  3.304  0.928  0.903
H  2.642  0.004  0.015
O  1.323  -1.325  -1.220
H  0.725  -0.562  -1.028
H  1.105  -1.860  -0.416
O  3.950  0.445  -1.582
H  4.160  -0.181  -2.263
H  3.683  1.240  -2.099

Output
SMILES: C/C=C/O.O.O.O
Frontier orbital gap (Eh): 0.330
Relative energy (zero: lowest compared OMol25 entry of this formula, charge and spin) (kcal per mole): 20.38
E (Ha): -422.4290

Now the Löwdin charges, all in e: number 1, C, carries -0.12; number 2, C, carries -0.14; number 3, C, carries -0.21; number 4, O, carries -0.06; number 5, H, carries 0.08; number 6, H, carries 0.07; number 7, H, carries 0.07; number 8, H, carries 0.08; number 9, H, carries 0.12; number 10, H, carries 0.08; number 11, O, carries -0.07; number 12, H, carries 0.03; number 13, H, carries 0.03; number 14, O, carries -0.10; number 15, H, carries 0.02; number 16, H, carries 0.06; number 17, O, carries -0.05; number 18, H, carries 0.04; number 19, H, carries 0.08


Record 3
Below is a molecular structure, C34H32N6O2Sc, with properties calculated with the ωB97M-V functional and the def2-TZVPD basis.

Positions of all 75 atoms, in Å:
Sc  -0.677  0.138  0.451
O  0.218  1.834  0.438
C  0.533  2.872  1.194
C  1.008  4.045  0.604
C  1.323  5.138  1.385
C  1.195  5.093  2.776
C  0.750  3.930  3.364
C  0.411  2.809  2.593
C  0.010  1.598  3.286
N  -0.316  0.479  2.757
C  -0.632  -0.621  3.684
C  -0.463  -1.972  2.986
N  -1.153  -1.843  1.710
C  -2.226  -2.527  1.560
C  -3.325  -2.146  0.696
C  -4.322  -3.080  0.374
C  -5.522  -2.681  -0.164
C  -5.768  -1.310  -0.307
C  -4.822  -0.372  0.042
C  -3.554  -0.762  0.505
O  -2.635  0.139  0.774
H  1.108  4.071  -0.475
H  1.678  6.043  0.909
H  1.449  5.953  3.379
H  0.661  3.864  4.443
H  0.027  1.672  4.379
H  -1.674  -0.523  3.999
H  0.001  -0.575  4.574
H  -0.914  -2.754  3.603
H  0.585  -2.219  2.845
H  -2.418  -3.367  2.236
H  -4.138  -4.129  0.579
H  -6.280  -3.405  -0.426
H  -6.728  -0.975  -0.679
H  -5.033  0.686  -0.041
C  -0.189  -1.287  -2.711
N  0.598  -1.066  -1.478
C  0.861  -2.370  -0.842
C  1.671  -2.193  0.420
C  2.500  -3.195  0.902
C  3.296  -2.925  2.003
C  3.254  -1.660  2.574
C  2.373  -0.734  2.049
N  1.582  -1.001  1.008
C  1.911  -0.470  -1.803
C  1.901  0.943  -2.339
C  3.124  1.601  -2.435
C  3.137  2.919  -2.844
C  1.932  3.542  -3.146
C  0.771  2.798  -3.041
N  0.747  1.522  -2.648
C  -1.532  -0.618  -2.730
C  -2.393  -0.853  -3.792
C  -3.503  -0.043  -3.944
C  -3.730  0.958  -3.010
C  -2.874  1.052  -1.932
N  -1.793  0.280  -1.786
H  -0.287  -2.356  -2.923
H  0.353  -0.857  -3.549
H  1.413  -3.032  -1.522
H  -0.095  -2.856  -0.624
H  2.545  -4.152  0.399
H  3.960  -3.683  2.396
H  3.886  -1.396  3.410
H  2.283  0.260  2.470
H  2.439  -1.125  -2.514
H  2.508  -0.452  -0.898
H  4.044  1.092  -2.174
H  4.071  3.460  -2.917
H  1.897  4.573  -3.468
H  -0.191  3.238  -3.279
H  -2.162  -1.628  -4.512
H  -4.178  -0.186  -4.778
H  -4.575  1.626  -3.089
H  -3.061  1.759  -1.134

Output
Total charge: +1
Frontier orbital gap (Eh): 0.299
Relative energy (zero: lowest compared OMol25 entry of this formula, charge and spin) (kcal per mole): 21.03
E (Ha): -2554.5852

Now the Löwdin charges, all in e: number 1, Sc, carries 1.06; number 2, O, carries -0.17; number 3, C, carries -0.31; number 4, C, carries 0.00; number 5, C, carries -0.06; number 6, C, carries -0.08; number 7, C, carries -0.04; number 8, C, carries -0.14; number 9, C, carries -0.08; number 10, N, carries -0.02; number 11, C, carries -0.16; number 12, C, carries -0.18; number 13, N, carries -0.02; number 14, C, carries -0.07; number 15, C, carries -0.14; number 16, C, carries -0.04; number 17, C, carries -0.08; number 18, C, carries -0.06; number 19, C, carries -0.02; number 20, C, carries -0.34; number 21, O, carries -0.19; number 22, H, carries 0.10; number 23, H, carries 0.11; number 24, H, carries 0.11; number 25, H, carries 0.11; number 26, H, carries 0.14; number 27, H, carries 0.13; number 28, H, carries 0.12; number 29, H, carries 0.12; number 30, H, carries 0.08; number 31, H, carries 0.14; number 32, H, carries 0.12; number 33, H, carries 0.10; number 34, H, carries 0.11; number 35, H, carries 0.12; number 36, C, carries -0.11; number 37, N, carries -0.17; number 38, C, carries -0.13; number 39, C, carries -0.28; number 40, C, carries 0.01; number 41, C, carries -0.03; number 42, C, carries -0.03; number 43, C, carries -0.11; number 44, N, carries 0.04; number 45, C, carries -0.12; number 46, C, carries -0.26; number 47, C, carries -0.01; number 48, C, carries -0.05; number 49, C, carries -0.07; number 50, C, carries -0.12; number 51, N, carries 0.13; number 52, C, carries -0.25; number 53, C, carries 0.00; number 54, C, carries -0.03; number 55, C, carries -0.04; number 56, C, carries -0.12; number 57, N, carries 0.06; number 58, H, carries 0.13; number 59, H, carries 0.13; number 60, H, carries 0.14; number 61, H, carries 0.13; number 62, H, carries 0.13; number 63, H, carries 0.12; number 64, H, carries 0.12; number 65, H, carries 0.12; number 66, H, carries 0.15; number 67, H, carries 0.11; number 68, H, carries 0.12; number 69, H, carries 0.11; number 70, H, carries 0.11; number 71, H, carries 0.11; number 72, H, carries 0.12; number 73, H, carries 0.12; number 74, H, carries 0.12; number 75, H, carries 0.12


Record 4
Below is C10H6FNO in the gas phase at a distorted geometry, with properties calculated with the ωB97M-V functional and the def2-TZVPD basis.

Positions of all 19 atoms, in Å:
N  -3.918  0.444  1.362
C  -2.798  0.658  1.443
C  -1.382  0.870  1.484
F  -0.964  1.521  2.605
C  -0.570  -0.770  1.441
C  0.280  -0.612  0.237
C  1.184  -1.543  -0.244
C  1.913  -1.255  -1.389
C  1.734  -0.057  -2.068
C  0.831  0.879  -1.603
C  0.113  0.600  -0.443
C  -0.829  1.525  0.192
O  -1.142  2.626  -0.172
H  -1.349  -1.519  1.337
H  -0.045  -0.869  2.384
H  1.331  -2.481  0.271
H  2.628  -1.974  -1.759
H  2.308  0.143  -2.959
H  0.677  1.814  -2.119

Output
SMILES: N#C[C@@]1(F)Cc2ccccc2C1=O
Frontier orbital gap (Eh): 0.349
Relative energy (zero: lowest compared OMol25 entry of this formula, charge and spin) (kcal per mole): 0.00
E (Ha): -614.4921

Now the Löwdin charges, all in e: number 1, N, carries 0.19; number 2, C, carries -0.14; number 3, C, carries -0.29; number 4, F, carries 0.07; number 5, C, carries 0.05; number 6, C, carries -0.19; number 7, C, carries -0.02; number 8, C, carries -0.06; number 9, C, carries -0.07; number 10, C, carries 0.01; number 11, C, carries -0.11; number 12, C, carries -0.28; number 13, O, carries 0.15; number 14, H, carries 0.11; number 15, H, carries 0.11; number 16, H, carries 0.12; number 17, H, carries 0.11; number 18, H, carries 0.11; number 19, H, carries 0.12


Record 5
Below is a gas-phase ion, C3H5O3P (charge -2) at a distorted geometry, with properties calculated with the ωB97M-V functional and the def2-TZVPD basis.

Positions of all 12 atoms, in Å:
O  -1.782  1.077  1.553
P  -0.459  1.210  0.894
O  0.136  2.601  0.848
C  -0.295  0.236  -0.651
O  -0.873  0.480  -1.771
C  -0.277  -1.228  -0.259
C  1.014  -0.507  -0.676
H  0.388  0.395  1.866
H  -0.797  -1.692  -1.088
H  -0.445  -1.415  0.804
H  1.814  -0.394  0.155
H  1.577  -0.762  -1.676

Output
Total charge: -2
SMILES: O=[P@H]([O-])C1([O-])CC1
Frontier orbital gap (Eh): 0.224
Relative energy (zero: lowest compared OMol25 entry of this formula, charge and spin) (kcal per mole): 44.76
E (Ha): -684.3135

Now the Löwdin charges, all in e: number 1, O, carries -0.49; number 2, P, carries 0.32; number 3, O, carries -0.51; number 4, C, carries -0.87; number 5, O, carries -0.29; number 6, C, carries -0.20; number 7, C, carries -0.22; number 8, H, carries 0.00; number 9, H, carries 0.07; number 10, H, carries 0.05; number 11, H, carries 0.06; number 12, H, carries 0.09


Record 6
Below is C12H13N3 in the gas phase at a distorted geometry, with properties calculated with the ωB97M-V functional and the def2-TZVPD basis.

Positions of all 28 atoms, in Å:
C  -2.638  -0.854  0.050
C  -1.288  -0.248  -0.427
N  -1.312  0.778  -1.186
C  -0.814  2.002  -1.431
C  -0.308  2.854  -0.496
C  -0.311  2.442  0.901
C  0.199  1.254  1.133
C  1.221  0.596  0.304
C  2.524  1.133  0.238
C  3.587  0.364  -0.161
C  3.279  -0.939  -0.554
N  2.044  -1.418  -0.687
C  1.023  -0.610  -0.309
N  -0.281  -1.122  -0.316
C  -0.368  -2.479  0.186
H  -2.845  -1.747  -0.546
H  -3.588  -0.301  -0.125
H  -2.611  -1.186  1.170
H  -0.804  2.305  -2.472
H  -0.150  3.862  -0.874
H  -0.766  3.158  1.425
H  0.319  0.712  2.043
H  2.591  2.141  0.654
H  4.553  0.623  -0.115
H  4.074  -1.668  -1.012
H  -0.588  -3.150  -0.582
H  0.689  -2.730  0.395
H  -0.796  -2.502  1.151

Output
SMILES: Cc1nccccc2cccnc2n1C
Frontier orbital gap (Eh): 0.295
Relative energy (zero: lowest compared OMol25 entry of this formula, charge and spin) (kcal per mole): 66.35
E (Ha): -629.1996

Now the Löwdin charges, all in e: number 1, C, carries -0.01; number 2, C, carries -0.36; number 3, N, carries 0.12; number 4, C, carries -0.16; number 5, C, carries -0.12; number 6, C, carries -0.08; number 7, C, carries -0.08; number 8, C, carries -0.17; number 9, C, carries 0.01; number 10, C, carries -0.06; number 11, C, carries -0.14; number 12, N, carries 0.11; number 13, C, carries -0.24; number 14, N, carries -0.04; number 15, C, carries -0.02; number 16, H, carries 0.07; number 17, H, carries 0.08; number 18, H, carries 0.11; number 19, H, carries 0.11; number 20, H, carries 0.09; number 21, H, carries 0.07; number 22, H, carries 0.12; number 23, H, carries 0.13; number 24, H, carries 0.06; number 25, H, carries 0.14; number 26, H, carries 0.08; number 27, H, carries 0.09; number 28, H, carries 0.08